{
  "formula": "C14H17BrN9O3Pd",
  "method": "ωB97M-V with the def2-TZVPD basis set",
  "elements": ["Pd", "Br", "O", "O", "O", "N", "N", "N", "N", "N", "N", "N", "N", "N", "C", "C", "C", "C", "C", "C", "C", "C", "C", "C", "C", "C", "C", "C", "H", "H", "H", "H", "H", "H", "H", "H", "H", "H", "H", "H", "H", "H", "H", "H", "H"],
  "positions_angstrom": [[-0.192, 0.356, 0.137], [5.363, -1.594, 3.728], [-0.497, -2.669, 0.099], [-1.800, -1.128, 0.734], [-1.233, 2.169, -0.661], [-0.380, 2.238, 3.852], [1.754, -0.412, 1.061], [-1.617, 2.016, 3.476], [-2.286, 1.454, -2.529], [-0.532, 1.215, 1.924], [-1.762, 1.410, 2.345], [0.074, -0.469, -1.694], [-1.604, -2.372, 0.508], [-2.685, 2.298, 4.291], [0.380, -1.880, -4.051], [4.029, -0.090, 1.724], [3.904, -1.117, 2.649], [1.647, -1.401, 1.952], [1.253, -1.011, -2.019], [2.927, 0.228, 0.955], [-1.787, 2.415, -1.740], [0.301, 1.719, 2.846], [2.699, -1.785, 2.767], [-1.971, 3.832, -2.202], [-0.837, -1.316, -3.712], [1.448, -1.714, -3.189], [-0.968, -0.609, -2.530], [-2.280, 0.041, -2.169], [2.049, -0.893, -1.302], [-2.436, 3.090, 4.872], [0.691, -1.903, 1.998], [2.420, -2.136, -3.398], [-2.975, 4.166, -1.936], [-3.081, -0.448, -2.716], [2.572, -2.592, 3.475], [2.986, 1.022, 0.220], [1.374, 1.707, 2.783], [-2.704, 1.725, -3.402], [-2.486, -0.075, -1.107], [0.488, -2.444, -4.967], [-1.857, 3.921, -3.282], [-1.699, -1.430, -4.355], [-1.249, 4.469, -1.702], [4.958, 0.448, 1.604], [-3.492, 2.506, 3.716]],
  "lowdin_charge": [0.99, 0.82, -0.12, -0.26, -0.05, 0.16, -0.04, -0.26, 0.10, -0.12, 0.13, -0.02, -0.22, 0.16, -0.02, -0.09, -0.68, -0.11, -0.09, -0.15, -0.49, -0.15, -0.07, 0.02, 0.01, -0.02, -0.23, -0.10, 0.10, 0.11, 0.10, 0.12, 0.10, 0.14, 0.12, 0.12, 0.11, 0.15, 0.10, 0.12, 0.09, 0.13, 0.09, 0.11, 0.11],
  "homo_ev": [-10.57, -10.58],
  "e_tot_ev": -107860.158,
  "total_charge": 1,
  "lumo_ha": [-0.1281, -0.1208]
}